1.
C4H18N2O4 | wB97M-V/def2-TZVPD

```
28
Properties=species:S:1:pos:R:3:forces:R:3:lowdin_charge:R:1
N -0.3371 1.6302 -0.9994 1.1 -0.4 0.0 0.058
C -0.7802 0.6770 -0.1132 -1.0 -0.8 1.7 -0.263
C -2.0370 0.2431 0.0544 -0.6 0.1 -0.9 -0.151
C -2.6232 -0.6965 1.0874 1.3 -0.1 -0.7 -0.228
C -1.6763 -1.2364 2.1893 -2.5 -0.2 1.2 -0.285
N -1.2621 -0.2377 3.2015 0.4 1.0 -1.1 -0.021
H -0.9430 2.0616 -1.6721 -0.3 0.0 0.3 0.086
H 0.4207 2.1963 -0.6423 0.1 0.1 -0.4 0.053
H -0.0581 0.2112 0.6018 -0.1 1.0 -0.9 0.113
H -2.8263 0.5350 -0.6666 0.5 0.3 0.3 0.099
H -3.0530 -1.5266 0.5110 -0.1 -0.1 0.4 0.099
H -3.4564 -0.1502 1.5301 -0.1 -0.2 0.3 0.100
H -0.8008 -1.7651 1.7978 -0.3 0.1 0.1 0.094
H -2.3805 -1.9306 2.7709 1.4 0.3 -0.8 0.121
H -0.9143 0.5728 2.6683 0.4 -0.5 0.3 0.051
H -2.0807 0.2119 3.6010 -0.3 -0.5 0.2 0.058
O 1.1355 -1.5968 -0.7227 -0.3 -0.6 0.3 -0.058
H 0.8720 -2.4550 -0.3633 0.1 0.3 -0.2 0.077
H 0.7736 -1.5127 -1.6241 0.3 -0.1 0.0 0.013
O 3.2076 -0.0723 -0.2696 -0.2 0.0 0.0 -0.079
H 2.4088 -0.6415 -0.3803 0.6 0.0 0.1 -0.008
H 3.8611 -0.5788 0.2193 -0.1 0.0 0.0 0.050
O 2.5639 2.5988 -0.2821 -0.5 0.2 0.0 -0.088
H 2.7150 2.7265 0.6641 0.0 -0.3 -0.3 0.041
H 2.6005 1.6361 -0.4421 0.5 0.2 0.4 -0.011
O 0.2148 -1.1708 -3.2473 -0.7 0.3 0.0 -0.042
H -0.5561 -0.7243 -2.8579 0.2 -0.1 -0.1 0.054
H 0.4901 -0.5697 -3.9476 0.2 -0.1 0.1 0.068
```
Forces are in eV/Å.

Computed properties:
Frontier orbital gap   8.311 eV
LUMO   0.01675 Ha
Highest occupied orbital energy   -7.9 eV
Relative energy (zero: lowest compared OMol25 entry of this formula, charge and spin)   44.82 kJ/mol
SMILES string   N/C=C/CCN.O.O.O.O
Spin multiplicity   1

***

2.
C18H37FNO2S | wB97M-V/def2-TZVPD

```
60
Properties=species:S:1:pos:R:3:forces:R:3:lowdin_charge:R:1
C 6.9416 -3.2157 -1.1615 0.0 0.0 0.0 -0.106
O 7.0720 -1.8090 -1.2213 -0.1 0.1 0.0 -0.189
C 7.1912 -1.1801 0.0396 0.0 0.1 -0.1 -0.247
C 5.8535 -1.0369 0.7457 -0.1 0.2 -0.1 -0.177
C 4.9009 -0.0734 -0.0004 0.3 -0.4 0.3 -0.204
C 4.4046 1.0594 0.8862 0.0 0.1 -0.1 -0.225
C 3.6152 2.1286 0.1332 0.0 -0.1 0.1 -0.211
C 2.3981 1.5753 -0.6108 0.0 0.3 -0.2 -0.213
C 1.2944 2.6133 -0.8707 0.0 -0.2 0.0 -0.202
C -0.1072 1.9931 -0.8657 -0.1 0.3 0.4 -0.204
C -0.6994 1.9581 0.5581 0.1 -0.3 -0.4 -0.162
C -1.6879 0.8199 0.8129 0.3 0.1 0.2 -0.105
N -3.1186 1.2241 0.5393 0.0 -0.2 -0.3 -0.092
C -3.6779 0.6142 -0.7285 -0.1 -0.1 0.0 -0.030
C -4.4471 -0.6437 -0.3807 0.3 0.2 -0.3 -0.343
C -4.8484 -1.3796 -1.6447 -0.3 0.0 0.0 -0.119
C -5.7739 -2.5860 -1.4240 0.0 -0.1 0.1 -0.147
C -5.5371 -3.3744 -0.1491 -0.4 0.0 -0.2 -0.194
F -4.1732 -3.5371 0.0685 0.4 -0.1 0.1 -0.055
O -5.6285 -0.2747 0.3066 -0.1 -0.1 0.2 -0.070
C -5.4711 0.7206 1.3000 0.1 -0.1 -0.1 -0.196
C -4.0287 0.9749 1.7229 -0.2 0.4 0.5 -0.560
S -4.0000 2.4599 2.7754 -0.1 0.0 0.0 0.877
H 6.1382 -3.5237 -1.8281 0.0 0.0 0.0 0.086
H 7.8690 -3.6908 -1.4831 0.1 0.0 0.0 0.087
H 6.7114 -3.5641 -0.1538 -0.1 0.0 0.1 0.081
H 7.9241 -1.6985 0.6641 0.0 -0.1 0.1 0.122
H 7.5838 -0.1845 -0.1697 0.1 0.0 0.0 0.125
H 5.3907 -2.0166 0.8613 0.0 -0.1 0.1 0.104
H 6.0471 -0.6584 1.7523 0.0 0.0 0.1 0.112
H 5.4387 0.3380 -0.8561 -0.1 0.1 -0.1 0.117
H 4.0623 -0.6508 -0.3886 -0.1 0.1 -0.2 0.106
H 5.2672 1.5351 1.3587 0.0 0.0 0.1 0.115
H 3.7935 0.6524 1.6972 0.0 0.0 0.0 0.115
H 3.2995 2.9029 0.8365 0.0 0.0 0.1 0.106
H 4.2883 2.6190 -0.5731 0.0 0.1 -0.1 0.119
H 1.9847 0.7172 -0.0723 0.0 0.0 0.2 0.108
H 2.7235 1.1917 -1.5788 0.0 -0.2 0.0 0.118
H 1.3427 3.3918 -0.1074 -0.1 0.1 0.0 0.108
H 1.4634 3.1067 -1.8258 0.1 0.1 0.0 0.115
H -0.0628 0.9737 -1.2499 0.0 0.0 -0.2 0.109
H -0.7641 2.5809 -1.5082 -0.1 -0.1 -0.2 0.110
H 0.1078 1.8462 1.2810 0.1 0.0 0.0 0.124
H -1.1741 2.9179 0.7687 0.0 0.1 0.2 0.117
H -1.4602 -0.0309 0.1759 -0.1 -0.1 0.0 0.133
H -1.6202 0.4852 1.8440 -0.2 0.1 0.1 0.127
H -3.0965 2.2348 0.4092 0.0 0.1 0.0 0.138
H -2.8515 0.4108 -1.4024 0.1 0.1 0.0 0.142
H -4.3540 1.3388 -1.1783 0.0 0.1 -0.1 0.156
H -3.8061 -1.2763 0.2415 -0.1 -0.2 0.1 0.152
H -3.9614 -1.6831 -2.1971 0.2 0.0 0.1 0.130
H -5.3745 -0.6555 -2.2718 0.0 0.0 -0.1 0.130
H -5.6774 -3.2714 -2.2641 0.1 0.1 -0.2 0.118
H -6.8104 -2.2525 -1.4222 -0.1 0.0 0.1 0.122
H -5.9740 -4.3667 -0.2356 0.0 -0.1 0.0 0.122
H -5.9696 -2.8926 0.7242 0.1 0.2 0.1 0.114
H -5.9975 0.3929 2.1945 -0.1 0.1 0.1 0.139
H -5.9234 1.6598 0.9716 -0.1 0.1 -0.1 0.128
H -3.6319 0.1521 2.3047 0.1 -0.2 -0.2 0.123
H -3.3988 1.9381 3.8503 0.1 -0.1 -0.1 -0.103
```
Forces are in eV/Å.

Computed properties:
Frontier orbital gap   8.374 eV
LUMO   -0.09953 Ha
Highest occupied orbital energy   -11.1 eV
Net charge   +1
SMILES string   COCCCCCCCCCC[N@H+]1C[C@H](CCCF)OC[C@@H]1S
Spin multiplicity   1

***

3.
C4H5IOS | wB97M-V/def2-TZVPD

```
12
Properties=species:S:1:pos:R:3:forces:R:3:lowdin_charge:R:1
C -1.6954 -1.1306 -0.1063 0.9 -0.2 2.4 -0.620
C 0.5130 0.9187 0.2027 0.1 0.0 -0.4 -0.409
C 0.3353 0.3014 -1.1905 -0.4 -0.3 0.2 -0.459
C 0.3500 -0.0385 1.3055 -0.8 -1.0 -0.6 -0.659
O -2.4590 -1.8619 0.4053 -0.1 0.2 -0.5 0.044
S -1.3662 -0.3443 -1.5275 0.4 0.7 -1.2 0.958
I 1.6606 -1.6548 1.5158 -0.2 0.4 0.0 0.784
H 1.5246 1.3432 0.1723 0.0 0.1 0.1 0.109
H -0.1930 1.7436 0.3320 0.0 0.0 0.0 0.114
H 0.4953 1.0465 -1.9657 0.0 0.0 -0.1 0.071
H 1.0242 -0.5321 -1.3412 0.0 0.1 0.0 0.051
H -0.1893 0.2089 2.1976 0.0 0.1 0.2 0.016
```
Forces are in eV/Å.

Computed properties:
Frontier orbital gap (spin up / spin down)   7.406 / 7.888 eV
LUMO (spin up / spin down)   0.00023 / 0.00214 Ha
Highest occupied orbital energy (spin up / spin down)   -7.4 / -7.8 eV
Relative energy (zero: lowest compared OMol25 entry of this formula, charge and spin)   286.86 kJ/mol
Spin multiplicity   1

***

4.
C4H25NO12 | wB97M-V/def2-TZVPD

```
42
Properties=species:S:1:pos:R:3:forces:R:3:lowdin_charge:R:1
C 0.2592 -1.2581 -0.1910 -0.4 0.9 0.7 -0.296
O -0.7391 -1.2838 0.7922 0.5 0.2 0.1 -0.324
C 1.3932 -0.2503 0.0500 0.8 0.8 1.4 -0.343
C 0.9040 1.2106 -0.1421 0.3 -0.6 -2.4 -0.051
C 1.1377 1.5976 -1.6780 0.0 0.1 1.8 -0.628
O 2.3369 1.8236 -1.9287 0.1 0.0 -1.0 -0.047
O 0.1629 1.7052 -2.4617 -0.1 -0.5 -0.2 -0.066
N 1.9975 -0.3450 1.4227 -0.3 0.2 -1.2 0.048
H -0.1744 -0.8106 -1.0986 -0.1 -0.8 -0.4 0.078
H 0.6731 -2.2659 -0.3130 0.0 0.0 -0.4 0.113
H 2.2473 -0.3901 -0.6192 -0.3 -0.2 -0.4 0.133
H -0.1615 1.3324 0.0453 0.1 0.1 0.6 0.089
H 1.5981 1.8661 0.3651 -0.4 0.2 0.6 0.095
H 1.1680 -0.4524 1.9827 0.2 -0.1 0.6 0.007
H 2.5145 -1.2168 1.4899 -0.3 -0.1 0.1 0.062
H 3.8199 1.2294 0.6458 -0.4 -0.1 -0.1 -0.016
H 3.4356 1.8729 -0.7731 0.1 -0.1 0.7 -0.019
O 4.0032 1.9669 0.0556 0.5 0.2 -0.2 -0.143
H -2.3330 2.4652 -0.7211 -0.1 0.1 0.0 -0.013
H -1.2868 2.3588 -1.8529 -0.3 0.3 -0.1 -0.019
O -2.1191 2.8320 -1.5859 0.2 -0.2 0.1 -0.112
H 0.7699 -1.7284 -2.3147 0.3 -0.3 0.0 -0.017
H 0.1816 -2.2339 -3.5530 0.0 -0.1 0.0 0.011
O 0.9038 -2.4513 -2.9461 -0.1 0.1 -0.2 -0.091
H -0.9965 -0.0688 1.7367 0.2 -1.0 0.5 0.006
H -1.2900 -0.0312 3.3695 -0.3 -0.3 -0.3 0.031
O -1.1429 0.4931 2.5819 0.0 0.6 -0.2 -0.114
H 0.1549 -1.1974 3.4355 -0.1 -0.4 -0.3 -0.003
H 0.3719 -2.7446 3.3407 -0.9 -0.2 -0.5 0.003
O 0.7924 -1.9110 3.5331 0.9 0.3 1.1 -0.065
H -2.7946 -2.0576 0.6797 0.0 0.0 -0.3 0.004
H -3.0367 -0.8427 1.4337 -0.1 0.3 -0.1 0.001
O -3.5050 -1.4160 0.8167 -0.2 -0.3 0.3 -0.083
H -2.1286 1.8068 1.7530 -0.5 0.4 0.7 -0.004
H -1.5371 3.0776 1.3814 -0.1 0.6 0.0 0.025
O -2.3832 2.7590 1.7166 0.5 -0.7 -0.6 -0.098
H -1.7424 -1.0676 -2.4081 -0.3 -0.5 -0.3 0.043
H -0.9720 0.0037 -2.9810 0.3 0.3 -0.8 0.020
O -1.4160 -0.8149 -3.2861 0.0 0.5 0.9 -0.081
H -0.8920 -2.6571 1.4921 0.0 0.2 -0.1 -0.016
H -0.4314 -4.1389 1.4972 -0.1 -0.1 0.0 0.016
O -1.0630 -3.5648 1.9410 0.3 -0.1 0.1 -0.136
```
Forces are in eV/Å.

Computed properties:
Frontier orbital gap   8.021 eV
LUMO   0.18619 Ha
Highest occupied orbital energy   -3.0 eV
Relative energy (zero: lowest compared OMol25 entry of this formula, charge and spin)   171.25 kJ/mol
Net charge   -2
Spin multiplicity   1

***

5.
C3H12N6O3Sn | wB97M-V/def2-TZVPD

```
25
Properties=species:S:1:pos:R:3:forces:R:3:lowdin_charge:R:1
Sn 0.0017 -0.0108 0.7387 6.0 -1.5 6.0 1.450
C -0.5352 0.5640 3.5558 0.1 1.0 2.4 -0.678
O -0.8469 0.4166 2.3727 -3.7 1.5 1.4 -0.165
N 0.6607 0.6798 4.0700 3.1 -0.4 -2.0 0.218
N -1.3954 0.6978 4.5154 -2.7 -0.8 1.6 0.230
H 1.4052 0.3908 3.4516 0.6 0.4 0.6 0.113
H 0.8141 0.9139 5.0404 0.3 -0.1 -0.3 0.153
H -0.9313 0.4008 5.3618 -1.2 0.2 0.6 0.140
H -2.3395 0.3691 4.3715 -0.1 0.3 0.1 0.153
C 0.5677 1.4087 -1.6524 2.8 2.6 -2.4 -0.620
O 0.1174 1.4134 -0.5326 -2.3 4.0 3.2 -0.081
N 1.1436 2.4825 -2.1419 0.4 1.3 -1.2 0.252
N 0.7002 0.3606 -2.3985 1.4 3.5 -3.2 0.149
H 1.2077 3.3977 -1.7195 -0.3 -0.2 0.1 0.156
H 1.4930 2.3552 -3.0809 0.2 0.8 0.2 0.139
H 0.9011 0.6038 -3.3580 0.0 -0.6 -0.2 0.168
H 0.3213 -0.5133 -2.0627 2.5 7.5 -2.2 -0.091
C -0.3865 -1.5838 -1.7416 -4.0 -8.4 -0.5 -0.648
O -0.2106 -0.7271 -0.9119 -4.6 -3.9 -0.4 -0.197
N -1.3210 -2.4887 -1.7302 -2.7 -0.7 2.0 0.278
N 0.3923 -1.7225 -2.7350 4.0 -4.4 -5.0 0.226
H -1.9523 -2.4289 -0.9441 -0.3 -0.5 -0.3 0.150
H -1.3394 -3.3161 -2.3093 0.0 0.2 0.0 0.161
H 1.2360 -1.1691 -2.7797 0.6 -1.7 -0.7 0.154
H 0.2959 -2.4944 -3.3792 -0.1 -0.1 0.1 0.190
```
Forces are in eV/Å.

Computed properties:
Frontier orbital gap   8.287 eV
LUMO   -0.24823 Ha
Highest occupied orbital energy   -15.0 eV
Relative energy (zero: lowest compared OMol25 entry of this formula, charge and spin)   920.94 kJ/mol
Net charge   +2
Spin multiplicity   1

***

6.
C2H33O15 | wB97M-V/def2-TZVPD

```
50
Properties=species:S:1:pos:R:3:forces:R:3:lowdin_charge:R:1
C -0.8576 -0.9080 -0.3278 0.5 -0.5 -0.1 -0.068
C 0.5874 -0.7150 -0.8448 -0.6 0.5 -1.6 -0.363
O 0.6444 0.5020 -1.5488 -0.2 -0.4 -0.3 -0.385
H -1.5266 -1.0670 -1.1738 0.1 0.6 -0.2 0.080
H -1.2706 -0.1820 0.3692 0.4 0.7 -0.6 0.038
H -1.0486 -1.8150 0.1802 0.4 -1.5 0.9 0.058
H 0.8244 -1.5360 -1.5658 -0.4 -0.1 0.5 0.101
H 1.4464 -0.7110 -0.1808 -0.3 -0.3 1.1 0.078
O -0.6886 -0.3000 2.9532 -0.1 -1.4 0.5 -0.039
H -0.3136 -0.1110 2.1022 0.6 0.6 -0.8 0.010
H -0.9916 0.5410 3.2722 -0.4 1.0 0.0 0.028
O -3.3686 -0.6770 1.4242 -0.5 0.8 -1.3 -0.019
H -3.7856 -1.3170 1.9512 -0.6 -1.3 1.1 0.038
H -2.5216 -0.4800 1.7982 0.9 0.2 0.8 -0.007
O 2.7954 -1.0580 1.9042 -1.1 -1.0 0.0 -0.055
H 3.6524 -1.4820 1.8242 -0.2 -0.4 -0.3 0.062
H 2.0894 -1.6660 1.5532 1.4 0.7 0.3 0.075
O 0.4164 1.9560 0.6392 0.0 -1.0 -0.5 -0.092
H 1.3094 1.9360 0.9982 0.3 0.5 0.7 -0.015
H 0.5894 1.3390 -0.1348 -0.6 0.8 -0.1 -0.006
O -1.7226 1.2180 -2.6388 -1.8 1.5 -0.3 -0.042
H -0.9096 0.9490 -2.2318 2.1 -0.8 0.5 -0.030
H -2.0226 0.6030 -3.2898 0.1 -0.7 -0.5 0.038
O -2.1606 2.6860 -0.1308 -2.3 0.0 0.0 -0.054
H -1.3646 2.2250 -0.3028 1.9 -0.3 0.0 -0.028
H -2.8076 2.1210 -0.6058 0.1 0.7 0.1 0.017
O -2.4606 1.9040 2.5182 0.0 -0.1 1.2 -0.061
H -2.7036 1.8950 1.5852 0.2 0.5 -0.6 0.004
H -3.2646 1.7660 3.0312 0.0 0.0 -0.3 0.043
O 2.8314 -2.9920 -0.4388 -0.1 -0.3 0.6 -0.049
H 3.0024 -2.3350 -1.1158 0.3 0.4 -0.4 -0.004
H 3.0264 -3.8360 -0.8458 0.0 -0.1 -0.1 0.038
O 3.3444 -0.7320 -2.3448 0.9 -3.3 1.2 -0.008
H 2.4744 -0.5070 -2.0978 -1.8 1.0 0.3 -0.040
H 3.6584 -0.0230 -2.8288 0.8 2.3 -1.3 0.003
O -3.8306 0.4810 -0.9758 -1.8 0.7 -0.7 -0.052
H -2.9416 0.3920 -1.2628 1.4 -0.1 -0.8 -0.047
H -3.8906 0.0150 -0.1558 0.1 -0.6 1.0 -0.019
O 2.7154 1.5070 1.9882 0.4 1.4 0.5 -0.049
H 2.8174 0.5660 1.8942 0.0 -1.1 -0.5 -0.040
H 2.5844 1.5820 2.9342 -0.2 0.3 0.2 0.050
O 2.6744 2.2050 -1.8108 2.6 2.0 -0.8 -0.067
H 2.7164 2.7230 -2.6438 -0.6 -0.8 1.0 0.047
H 1.9134 1.6530 -1.7468 -1.8 -1.1 -0.3 -0.051
O 1.0034 -0.3270 -4.2818 0.1 -0.1 -1.4 -0.057
H 0.5184 0.3990 -4.6888 0.1 0.0 0.0 0.033
H 0.6494 -0.3460 -3.3998 -0.1 0.4 1.3 -0.025
O -1.1496 -3.0920 3.5072 -0.3 0.4 -0.2 -0.073
H -1.7096 -2.6770 4.1632 -0.3 -0.4 0.7 0.020
H -0.9726 -2.2740 3.0222 0.5 0.0 -0.4 -0.015
```
Forces are in eV/Å.

Computed properties:
Frontier orbital gap   8.157 eV
LUMO   0.09209 Ha
Highest occupied orbital energy   -5.7 eV
Relative energy (zero: lowest compared OMol25 entry of this formula, charge and spin)   100.30 kJ/mol
Net charge   -1
Spin multiplicity   1

***

Number 1: energy -573.6457 Eh. Number 2: energy -1411.0548 Eh. Number 3: energy -926.4329 Eh. Number 4: energy -1125.1364 Eh. Number 5: energy -889.3007 Eh. Number 6: energy -1224.6514 Eh.